C47H98BrCl24N3O5P as an isolated structure in a non-equilibrium geometry, computed with ωB97M-V with the def2-TZVPD basis set.

charge	+1
HOMO level	-0.4263	Ha
frontier orbital gap	6.993	eV
LUMO level	-4.607	eV

Positions of all 179 atoms, in Å:
C  3.3346  4.1828  -6.1882
C  3.2029  4.9782  -4.7231
C  1.6793  5.5231  -4.4210
C  1.1317  5.2245  -2.9038
C  -0.4817  4.7912  -2.8544
C  -0.5722  3.2737  -2.1570
C  -0.4393  3.3190  -0.5237
C  -1.5558  2.3962  0.2794
C  -1.7074  0.8677  -0.1648
C  -0.7709  -0.3157  0.3454
C  0.4112  -0.7087  -0.7788
C  -0.1979  -1.3403  -2.1641
C  -0.0483  -0.3879  -3.4894
C  -1.2965  -0.8292  -4.5114
C  -2.1883  0.5145  -4.9532
O  -3.6463  0.1933  -5.0910
O  1.1041  0.5695  -0.9091
C  1.9398  0.7042  0.2652
C  1.2609  0.3613  1.7495
C  1.4173  1.8150  2.5278
C  1.4278  1.8085  4.1513
C  0.4671  3.0932  4.6324
O  2.7589  2.1116  4.7702
P  2.6625  -0.6984  2.5650
N  3.1782  -1.9558  1.6939
O  2.3511  -1.2507  4.1714
O  4.0745  0.3782  2.6675
N  -0.1101  -0.2506  1.7149
Br  -0.0734  -2.1442  2.1447
C  -1.0767  0.1374  2.8117
C  -2.5657  -0.5030  2.7808
C  -2.9153  -1.2354  4.2272
N  -3.8693  -2.3956  3.8732
H  3.4586  3.0081  -6.0247
H  2.4451  4.4283  -6.9116
H  4.3266  4.5077  -6.7668
H  3.6239  4.2389  -3.9163
H  3.9886  5.8732  -4.8058
H  1.7214  6.7056  -4.5755
H  0.9793  5.0186  -5.2241
H  1.8362  4.4051  -2.4361
H  1.3108  6.2067  -2.2568
H  -0.7784  4.6117  -3.9939
H  -1.1533  5.5832  -2.3153
H  0.4056  2.7141  -2.5518
H  -1.5657  2.8036  -2.5584
H  0.6652  3.1403  -0.1828
H  -0.6920  4.4431  -0.2088
H  -1.4366  2.6520  1.4096
H  -2.5925  2.9204  -0.0196
H  -1.6951  0.8532  -1.3615
H  -2.8369  0.5596  0.0882
H  -1.4536  -1.2993  0.2839
H  1.1921  -1.4804  -0.3766
H  0.3824  -2.3532  -2.3915
H  -1.3275  -1.6469  -1.9293
H  -0.1945  0.7577  -3.3020
H  0.9928  -0.5341  -4.0507
H  -0.9205  -1.3030  -5.5131
H  -2.0650  -1.5536  -3.9953
H  -1.7938  1.0233  -5.9318
H  -2.1478  1.3341  -4.0863
H  -4.1373  0.7636  -4.4042
H  2.3562  1.8232  0.2007
H  2.9166  0.0507  0.0503
H  0.5833  2.5770  2.1800
H  2.4436  2.3714  2.2636
H  0.9781  0.8822  4.6891
H  0.3319  3.0877  5.8120
H  -0.5647  3.1201  4.0817
H  1.0598  4.0831  4.3731
H  2.8130  1.5147  5.5979
H  3.0901  -2.7926  2.3110
H  3.2536  -1.2158  4.6491
H  4.4686  0.3243  1.7442
H  -0.5847  -0.3221  3.8027
H  -1.2028  1.2689  3.0342
H  -2.8384  -1.2504  1.9437
H  -3.3421  0.4003  2.6989
H  -1.9667  -1.7581  4.6996
H  -3.5036  -0.5495  4.9723
H  -3.2631  -3.0045  3.2465
H  -3.9147  -2.9383  4.7878
Cl  -7.8251  -3.6687  5.4629
C  -6.9230  -5.1459  5.0438
C  -5.8743  -5.4944  6.0876
Cl  -4.5307  -4.3241  6.1086
H  -6.4751  -5.0012  4.0556
H  -7.6568  -5.9537  4.9696
H  -5.4378  -6.4726  5.8648
H  -6.3048  -5.5353  7.0933
Cl  -0.9603  5.4022  2.8351
C  -0.4169  6.7721  3.8350
C  -1.3711  7.0600  4.9827
Cl  -2.9304  7.7092  4.4149
H  -0.2980  7.6426  3.1820
H  0.5681  6.5048  4.2282
H  -0.9380  7.8139  5.6469
H  -1.5726  6.1612  5.5742
Cl  -4.2387  -2.5946  -4.7841
C  -4.8431  -4.2344  -4.4411
C  -4.6590  -4.6213  -2.9827
Cl  -2.9431  -4.8441  -2.5568
H  -4.3302  -4.9320  -5.1108
H  -5.9068  -4.2385  -4.6957
H  -5.1601  -5.5734  -2.7839
H  -5.0809  -3.8680  -2.3097
Cl  -4.2929  -7.9180  8.2342
C  -3.7496  -6.5481  9.2341
C  -4.7037  -6.2602  10.3818
Cl  -6.2631  -5.6110  9.8140
H  -3.6306  -5.6776  8.5811
H  -2.7645  -6.8153  9.6273
H  -4.2706  -5.5063  11.0460
H  -4.9052  -7.1590  10.9733
Cl  8.8763  2.1969  1.8152
C  8.4087  0.4944  1.5820
C  7.8474  0.2377  0.1929
Cl  6.2618  1.0147  -0.0466
H  7.6882  0.2304  2.3627
H  9.3109  -0.1047  1.7353
H  7.6988  -0.8360  0.0438
H  8.5241  0.5989  -0.5881
Cl  -2.2967  5.4954  -9.0023
C  -2.9011  3.8557  -8.6593
C  -2.7170  3.4688  -7.2009
Cl  -1.0012  3.2459  -6.7750
H  -2.3882  3.1580  -9.3290
H  -3.9648  3.8516  -8.9140
H  -3.2182  2.5167  -7.0021
H  -3.1390  4.2220  -6.5279
Cl  -7.0373  -2.7329  -3.0388
C  -8.0092  -1.7975  -4.2017
C  -9.4976  -2.0698  -4.0570
Cl  -9.9327  -3.7203  -4.5689
H  -7.6525  -2.0335  -5.2093
H  -7.8036  -0.7409  -4.0071
H  -10.0654  -1.3823  -4.6910
H  -9.8333  -1.9352  -3.0237
Cl  6.2152  -1.6038  2.9756
C  6.0332  -3.0035  1.8897
C  7.2724  -3.8836  1.8739
Cl  8.6579  -3.0814  1.0916
H  5.7929  -2.6282  0.8898
H  5.1749  -3.5758  2.2534
H  7.0734  -4.7968  1.3049
H  7.5742  -4.1726  2.8857
Cl  5.5495  -1.4318  -1.7103
C  5.3674  -2.8315  -2.7962
C  6.6066  -3.7116  -2.8120
Cl  7.9921  -2.9094  -3.5943
H  5.1271  -2.4562  -3.7960
H  4.5092  -3.4038  -2.4325
H  6.4077  -4.6247  -3.3810
H  6.9085  -4.0006  -1.8002
Cl  -0.3103  -9.5900  6.2523
C  -1.8525  -10.4024  6.6174
C  -1.6591  -11.8652  6.9825
Cl  -1.1332  -12.8430  5.5887
H  -2.5103  -10.2873  5.7501
H  -2.3010  -9.8653  7.4581
H  -2.6058  -12.2912  7.3280
H  -0.9201  -11.9870  7.7809
Cl  0.9055  6.5210  -14.5740
C  -0.3260  7.3063  -13.5550
C  -0.5236  6.5835  -12.2325
Cl  -1.2896  4.9887  -12.4449
H  -1.2571  7.3593  -14.1281
H  0.0197  8.3279  -13.3727
H  -1.1839  7.1673  -11.5841
H  0.4258  6.4371  -11.7076
Cl  8.7160  5.9002  5.0536
C  7.9624  4.3840  4.5014
C  6.7422  4.0140  5.3289
Cl  7.1748  3.5401  6.9913
H  8.7226  3.5970  4.5305
H  7.6718  4.5376  3.4581
H  6.2327  3.1569  4.8785
H  6.0284  4.8419  5.3867

These are the Mulliken partial charges, in e, on atoms 1 to 4: atom 1 (C): -0.779, atom 2 (C): -0.271, atom 3 (C): -0.192, atom 4 (C): -0.465

***

A 4-piece molecular cluster, C4H14O3 overall in a non-equilibrium geometry, computed with ωB97M-V with the def2-TZVPD basis set.

structure (SMILES)	C/C=C/C.O.O.O
HOMO level	-0.3480	Ha
energy above the lowest of the compared OMol25 structures with the same formula, charge and spin	75.6	kcal per mole
frontier orbital gap	10.088	eV
LUMO level	0.618	eV

Positions of all 21 atoms, in Å:
C  0.0848  -1.8476  1.4282
C  -0.3066  -0.9943  0.2268
C  -0.9531  -1.3966  -0.8973
C  -1.3834  -0.3418  -2.0683
H  -0.2194  -1.3262  2.4457
H  -0.3915  -2.8758  1.4903
H  1.1933  -2.0388  1.5255
H  -0.1423  -0.0337  0.3818
H  -1.3030  -2.3564  -1.0750
H  -1.2789  -0.8384  -2.9094
H  -2.3644  0.2090  -1.7992
H  -0.6424  0.5487  -2.0812
O  2.7359  0.8389  -0.7262
H  2.0941  0.2701  -0.2019
H  3.3246  1.2370  -0.0328
O  -0.3717  1.4154  2.4657
H  0.3824  1.4016  2.9002
H  -0.3798  1.8114  1.6205
O  0.0967  2.3618  -0.6909
H  -0.7379  1.8969  -0.6952
H  0.5626  2.0588  -1.3071

These are the natural (NBO) partial charges, in e, on atoms 1 to 4: atom 1 (C): -0.661, atom 2 (C): -0.201, atom 3 (C): -0.161, atom 4 (C): -0.622

***

C30H24Br3F5O17 as an isolated structure in a non-equilibrium geometry, computed with ωB97M-V with the def2-TZVPD basis set.

HOMO level	-0.3413	Ha
energy above the lowest of the compared OMol25 structures with the same formula, charge and spin	0.0	kcal per mole
frontier orbital gap	8.657	eV
LUMO level	-0.629	eV

Positions of all 79 atoms, in Å:
C  -1.9830  -2.3324  -4.7924
C  -1.8213  -2.9556  -3.4089
O  -0.4777  -2.6535  -3.0879
C  -0.0376  -1.6336  -3.8673
O  0.9812  -1.0539  -3.7092
O  -0.9158  -1.3828  -4.8668
F  -1.9819  -4.3016  -3.4770
H  -2.9390  -1.8411  -4.9291
H  -1.7616  -3.1224  -5.5108
H  -2.4627  -2.5801  -2.6136
C  3.4790  -5.4868  2.3400
C  2.7489  -6.1965  1.2001
O  1.8651  -7.0763  1.8526
C  2.0450  -6.9965  3.1991
O  1.4901  -7.6885  3.9833
O  2.8790  -5.9800  3.5149
F  3.6161  -7.0234  0.5168
H  3.3264  -4.4156  2.2355
H  4.5451  -5.6721  2.2026
H  2.2890  -5.5440  0.4656
C  5.2505  -5.3381  -4.3655
C  4.4342  -6.6268  -4.2075
O  3.9467  -6.4879  -2.8805
C  3.9006  -5.1804  -2.5701
O  3.2916  -4.6959  -1.6741
O  4.6697  -4.4616  -3.4164
F  5.2185  -7.7174  -4.2312
H  5.2786  -4.9281  -5.3725
H  6.2966  -5.5584  -4.1321
H  3.6033  -6.6601  -4.9116
C  2.3534  0.8554  3.1235
C  3.3961  1.5784  3.9472
O  2.9265  2.9251  3.9508
C  1.7126  2.9871  3.3165
O  1.1498  3.9916  3.0704
O  1.2459  1.7347  3.0939
F  4.6121  1.4488  3.3765
H  2.1282  -0.1107  3.5757
H  2.7331  0.6484  2.1222
H  3.3937  1.3553  5.0148
C  1.8263  -1.1258  -0.4098
C  1.6924  -2.4020  0.3719
O  0.4138  -2.3231  0.9120
C  0.0527  -1.0014  0.9672
O  -0.8864  -0.5739  1.5449
O  0.9792  -0.2465  0.3395
F  2.5963  -2.4531  1.4353
H  1.3846  -1.2620  -1.4004
H  2.8410  -0.7709  -0.5544
H  1.8922  -3.3048  -0.2003
C  -5.7988  7.6990  -1.4220
C  -5.3135  8.5851  -0.4675
C  -4.6153  8.0853  0.6214
C  -4.4052  6.7228  0.7737
C  -4.9221  5.8468  -0.1825
C  -5.5663  6.3425  -1.3168
C  -4.8696  4.3895  0.0564
O  -5.5865  3.6179  -0.5443
C  -3.8804  3.9010  1.0596
C  -3.7076  2.5372  1.2024
C  -2.8581  2.0338  2.1810
C  -2.3144  2.8937  3.1112
C  -2.4571  4.2736  2.9783
C  -3.2596  4.7735  1.9732
C  -3.5215  6.2352  1.8777
O  -3.0416  7.0262  2.6603
H  -6.3479  8.0612  -2.2839
H  -5.6213  9.6218  -0.4530
H  -4.2506  8.7754  1.3709
H  -5.8196  5.6037  -2.0649
H  -4.2180  1.9103  0.4820
H  -2.6342  0.9755  2.1993
H  -1.6459  2.5404  3.8863
H  -1.9556  4.9210  3.6834
C  -0.1456  2.7689  -0.3909
Br  1.5834  2.5221  -1.2469
Br  -1.5430  2.4313  -1.6773
Br  -0.2439  4.4961  0.4383
H  -0.2581  2.0503  0.4113

These are the Mulliken partial charges, in e, on atoms 1 to 4: atom 1 (C): -0.448, atom 2 (C): 0.299, atom 3 (O): -0.228, atom 4 (C): 0.607

***

One molecule with the formula C6H13NS in a non-equilibrium geometry, computed with ωB97M-V with the def2-TZVPD basis set.

structure (SMILES)	CCN(C=S)C(C)C
HOMO level	-0.2925	Ha
energy above the lowest of the compared OMol25 structures with the same formula, charge and spin	67.1	kcal per mole
frontier orbital gap	8.754	eV
LUMO level	0.795	eV

Positions of all 21 atoms, in Å:
C  -2.1633  -1.0643  -0.4439
C  -0.8395  -0.9148  -1.2709
N  0.0881  0.0550  -0.7071
C  -0.0198  1.2557  -1.2019
S  -0.9190  1.9684  -2.4012
C  0.6300  -0.1176  0.6677
C  2.1057  -0.2660  0.3204
C  0.3363  1.0488  1.7510
H  -2.8091  -0.3295  -0.6635
H  -2.6159  -2.0933  -0.6424
H  -1.8374  -1.2511  0.6106
H  -0.9080  -0.5421  -2.3763
H  -0.3856  -2.0069  -1.3116
H  0.5238  2.1234  -0.5993
H  0.2976  -1.0881  1.1718
H  2.6420  0.6234  -0.1584
H  2.6151  -0.6224  1.1282
H  2.4170  -1.0402  -0.3053
H  -0.6863  0.9993  2.4745
H  1.1211  1.1546  2.6706
H  0.4071  2.1078  1.2869

These are the natural (NBO) partial charges, in e, on atoms 1 to 4: atom 1 (C): -0.615, atom 2 (C): -0.231, atom 3 (N): -0.435, atom 4 (C): -0.055

***

Number 1 is which compound?
C47H98BrCl24N3O5P

***

What did the fourth record say?
One molecule with the formula C6H13NS in a non-equilibrium geometry, computed with ωB97M-V with the def2-TZVPD basis set.

structure (SMILES)	CCN(C=S)C(C)C
HOMO level	-0.2925	Ha
energy above the lowest of the compared OMol25 structures with the same formula, charge and spin	67.1	kcal per mole
frontier orbital gap	8.754	eV
LUMO level	0.795	eV

Positions of all 21 atoms, in Å:
C  -2.1633  -1.0643  -0.4439
C  -0.8395  -0.9148  -1.2709
N  0.0881  0.0550  -0.7071
C  -0.0198  1.2557  -1.2019
S  -0.9190  1.9684  -2.4012
C  0.6300  -0.1176  0.6677
C  2.1057  -0.2660  0.3204
C  0.3363  1.0488  1.7510
H  -2.8091  -0.3295  -0.6635
H  -2.6159  -2.0933  -0.6424
H  -1.8374  -1.2511  0.6106
H  -0.9080  -0.5421  -2.3763
H  -0.3856  -2.0069  -1.3116
H  0.5238  2.1234  -0.5993
H  0.2976  -1.0881  1.1718
H  2.6420  0.6234  -0.1584
H  2.6151  -0.6224  1.1282
H  2.4170  -1.0402  -0.3053
H  -0.6863  0.9993  2.4745
H  1.1211  1.1546  2.6706
H  0.4071  2.1078  1.2869

These are the natural (NBO) partial charges, in e, on atoms 1 to 4: atom 1 (C): -0.615, atom 2 (C): -0.231, atom 3 (N): -0.435, atom 4 (C): -0.055

***

Among the records above, which one has the highest HOMO level?
C6H13NS

***

frontier orbital gap of number 4 (C6H13NS)?
8.754 eV